[1]
Below is C36H43CaCl5N6OSTe2 as an isolated structure at a distorted geometry, with properties calculated with ωB97M-V/def2-TZVPD.

ORCA input file:
```
! wB97M-V def2-TZVPD RIJCOSX def2/J DEFGRID3
* xyz -2 1
Ca -1.651 -0.734 0.544
N 0.588 -2.899 3.518
C -0.381 -1.988 3.161
S -1.990 -2.544 2.853
N 0.024 -0.740 3.229
N -0.693 0.238 2.594
C -0.811 1.322 3.245
C -1.321 2.547 2.634
C -1.397 3.700 3.425
C -1.774 4.890 2.837
C -2.077 4.901 1.478
C -2.009 3.697 0.787
N -1.640 2.553 1.338
H 0.341 -3.846 3.264
H 1.513 -2.626 3.214
H -0.434 1.375 4.269
H -1.145 3.643 4.475
H -1.817 5.801 3.422
H -2.367 5.807 0.965
H -2.278 3.654 -0.265
N -2.029 0.766 -1.230
C -2.792 0.262 -2.371
C -2.103 -1.010 -2.832
N -2.115 -2.010 -1.761
H -2.397 1.639 -0.859
H -1.060 0.945 -1.559
H -2.834 0.981 -3.200
H -3.818 0.047 -2.051
H -1.066 -0.754 -3.022
H -2.557 -1.377 -3.761
H -1.287 -2.597 -1.799
H -2.946 -2.590 -1.797
C 3.194 -7.814 1.302
C 2.697 -6.419 1.031
C 3.536 -5.320 1.125
C 3.097 -4.027 0.849
C 4.079 -2.897 0.988
C 1.768 -3.802 0.448
Te 1.217 -1.855 -0.229
C 0.901 -4.909 0.388
C -0.544 -4.781 -0.012
C 1.377 -6.185 0.671
H 4.265 -7.811 1.510
H 3.021 -8.471 0.447
H 2.690 -8.264 2.161
H 4.570 -5.468 1.424
H 5.006 -3.249 1.445
H 3.665 -2.086 1.589
H 4.307 -2.451 0.018
H -0.917 -3.774 0.164
H -1.170 -5.472 0.555
H -0.670 -5.007 -1.077
H 0.689 -7.023 0.602
C 2.978 1.347 -3.039
C 1.519 0.994 -3.371
C 0.935 2.059 -4.319
C 1.554 -0.341 -4.137
O 0.753 0.894 -2.218
H 3.601 1.342 -3.939
H 3.368 0.615 -2.332
H 3.057 2.329 -2.573
H 1.482 2.112 -5.266
H 0.954 3.047 -3.858
H -0.107 1.810 -4.533
H 2.210 -0.277 -5.012
H 0.563 -0.617 -4.487
H 1.912 -1.133 -3.475
C 1.327 3.651 -0.969
Te 1.428 1.758 0.043
C 1.995 3.129 1.687
C 2.628 4.326 1.033
C 3.514 5.177 1.685
C 4.089 6.256 1.028
C 3.780 6.495 -0.304
C 2.891 5.657 -0.962
C 2.310 4.576 -0.309
H 0.312 4.054 -0.860
H 1.518 3.514 -2.026
H 2.693 2.640 2.369
H 1.123 3.433 2.275
H 3.759 4.984 2.723
H 4.782 6.904 1.552
H 4.234 7.326 -0.830
H 2.650 5.834 -2.005
Cl -4.614 1.883 1.209
C -5.326 0.308 0.849
C -4.463 -0.755 0.670
C -5.125 -1.951 0.428
Cl -4.186 -3.450 0.313
C -6.508 -2.097 0.317
Cl -7.253 -3.634 -0.003
C -7.317 -0.973 0.471
Cl -9.039 -1.101 0.331
C -6.716 0.249 0.751
Cl -7.718 1.655 0.952
*
```

Values from the calculation:
**Electronic energy**: -155494.9556 eV
**HOMO**: -1.6 eV
**Gap between HOMO and LUMO**: 5.377 eV
**ΔE to the lowest compared entry with this formula, charge and spin**: 0.0 kcal/mol

[2]
Below is C66H80N5O6Rb as an isolated structure at a distorted geometry, with properties calculated with ωB97M-V/def2-TZVPD.

ORCA input file:
```
! wB97M-V def2-TZVPD RIJCOSX def2/J DEFGRID3
* xyz -2 1
Rb -0.098 -0.547 -0.123
C -2.379 -0.022 -3.029
O -1.364 -0.693 -2.316
C -1.405 -2.070 -2.419
C -0.313 -2.733 -2.993
C 0.954 -1.994 -3.336
C 2.184 -2.507 -2.614
C 3.374 -2.626 -3.296
C 4.564 -2.979 -2.660
C 4.496 -3.178 -1.282
C 3.332 -3.057 -0.558
C 3.424 -3.116 0.959
C 2.260 -3.748 1.667
C 2.219 -5.127 1.836
C 1.200 -5.736 2.559
C 0.146 -4.939 2.980
C 0.139 -3.560 2.817
C -1.066 -2.759 3.248
C -2.241 -3.139 2.371
C -2.955 -4.295 2.614
C -3.939 -4.759 1.748
C -4.093 -4.053 0.555
C -3.425 -2.881 0.288
C -3.548 -2.205 -1.060
C -2.508 -2.802 -1.978
C -2.608 -4.141 -2.342
C -1.611 -4.784 -3.059
C -0.436 -4.079 -3.304
C -1.765 -6.204 -3.587
C -0.726 -7.116 -2.923
C -1.530 -6.194 -5.106
C -3.162 -6.779 -3.328
C -2.547 -2.292 1.257
O -2.124 -1.100 1.161
C -4.825 -5.964 2.029
C -4.577 -6.557 3.419
C -4.561 -7.065 0.989
C -6.296 -5.524 1.959
C 1.255 -2.962 2.234
O 1.408 -1.574 2.280
C 2.010 -1.173 3.484
C 1.213 -7.209 2.956
C 1.063 -7.315 4.485
C 0.054 -7.952 2.280
C 2.522 -7.905 2.571
C 2.088 -2.740 -1.200
O 0.996 -2.657 -0.584
C 5.880 -3.219 -3.388
C 7.031 -2.408 -2.771
C 6.211 -4.715 -3.267
C 5.816 -2.835 -4.869
H -2.981 -0.710 -3.630
H -1.906 0.708 -3.692
H -3.038 0.518 -2.345
H 0.820 -0.938 -3.075
H 1.129 -2.063 -4.418
H 3.366 -2.415 -4.359
H 5.405 -3.432 -0.739
H 3.525 -2.085 1.320
H 4.338 -3.660 1.225
H 3.028 -5.706 1.414
H -0.700 -5.394 3.469
H -0.872 -1.696 3.097
H -1.285 -2.953 4.306
H -2.740 -4.837 3.527
H -4.794 -4.423 -0.187
H -3.350 -1.144 -0.915
H -4.555 -2.341 -1.473
H -3.497 -4.672 -2.043
H 0.416 -4.558 -3.772
H 0.278 -6.787 -3.173
H -0.852 -8.147 -3.258
H -0.839 -7.078 -1.842
H -0.550 -5.788 -5.339
H -2.278 -5.577 -5.602
H -1.587 -7.205 -5.510
H -3.351 -6.869 -2.262
H -3.243 -7.772 -3.772
H -3.928 -6.146 -3.771
H -3.563 -6.945 3.494
H -5.271 -7.378 3.602
H -4.726 -5.802 4.188
H -3.509 -7.343 1.006
H -4.804 -6.720 -0.012
H -5.162 -7.951 1.202
H -6.485 -4.758 2.709
H -6.966 -6.366 2.141
H -6.530 -5.104 0.985
H 2.960 -1.697 3.666
H 1.363 -1.354 4.354
H 2.210 -0.105 3.402
H 0.126 -6.880 4.820
H 1.878 -6.788 4.980
H 1.084 -8.359 4.797
H -0.904 -7.542 2.589
H 0.079 -9.012 2.538
H 0.133 -7.853 1.200
H 3.376 -7.384 3.000
H 2.633 -7.939 1.491
H 2.518 -8.929 2.948
H 7.120 -2.592 -1.704
H 6.866 -1.344 -2.920
H 7.979 -2.682 -3.237
H 6.299 -4.992 -2.220
H 7.143 -4.964 -3.777
H 5.407 -5.303 -3.701
H 5.530 -1.790 -4.974
H 5.095 -3.444 -5.406
H 6.794 -2.976 -5.333
O 0.147 6.666 -4.785
C 1.009 5.777 -4.798
O 2.093 5.731 -5.395
C 0.691 4.533 -3.900
C 1.579 3.474 -3.811
C 1.316 2.441 -2.908
N 0.215 2.412 -2.166
C -0.653 3.417 -2.247
C -0.442 4.502 -3.100
C -1.834 3.334 -1.365
C -2.744 4.392 -1.247
C -3.842 4.253 -0.420
C -4.015 3.068 0.276
C -3.058 2.075 0.105
N -2.010 2.205 -0.683
C 2.361 1.442 -2.616
C 3.436 1.215 -3.487
C 4.531 0.512 -3.021
C 4.506 0.001 -1.733
C 3.342 0.167 -0.995
N 2.316 0.884 -1.410
H 2.473 3.512 -4.415
H -1.106 5.350 -3.167
H -2.596 5.309 -1.794
H -4.559 5.060 -0.326
H -4.865 2.917 0.926
H -3.141 1.127 0.616
H 3.425 1.599 -4.497
H 5.404 0.372 -3.648
H 5.355 -0.517 -1.314
H 3.245 -0.251 -0.003
N 2.060 3.075 0.649
C 2.223 3.104 2.084
C 0.988 3.745 2.725
C -0.291 2.955 2.447
C -0.341 1.631 3.211
N -1.713 1.154 3.338
H 2.814 2.584 0.189
H 1.993 4.011 0.267
H 3.133 3.655 2.414
H 2.324 2.069 2.426
H 0.884 4.756 2.317
H 1.156 3.836 3.804
H -0.360 2.760 1.377
H -1.151 3.555 2.748
H 0.051 1.787 4.226
H 0.309 0.914 2.693
H -1.722 0.363 3.976
H -2.004 0.769 2.441
*
```

Values from the calculation:
**Electronic energy**: -90136.6860 eV
**HOMO**: -2.3 eV
**Gap between HOMO and LUMO**: 5.633 eV
**ΔE to the lowest compared entry with this formula, charge and spin**: 28.6 kcal/mol

[3]
Below is C28H38ClIN8O5STl as an isolated structure at a distorted geometry, with properties calculated with ωB97M-V/def2-TZVPD.

ORCA input file:
```
! wB97M-V def2-TZVPD RIJCOSX def2/J DEFGRID3
* xyz 1 1
Tl -0.450 0.834 0.442
Cl -1.680 6.280 5.392
C -1.024 4.969 4.484
C 0.342 4.768 4.476
C 0.877 3.686 3.807
I 2.931 3.285 3.828
C 0.094 2.702 3.151
O 0.600 1.660 2.678
C -1.331 2.994 3.074
N -2.076 2.220 2.280
C -3.365 2.442 2.182
C -4.028 3.429 2.920
C -3.279 4.279 3.692
C -1.885 4.106 3.766
H 0.985 5.460 4.998
H -3.912 1.819 1.488
H -5.098 3.532 2.852
H -3.735 5.098 4.227
O -0.280 1.187 -3.212
C 0.391 1.977 -2.539
O 0.092 2.565 -1.488
C 1.827 2.224 -2.996
C 2.110 2.825 -4.204
C 3.426 3.023 -4.590
C 4.448 2.609 -3.751
C 4.169 2.008 -2.541
C 2.843 1.817 -2.123
S 2.567 1.100 -0.569
H 1.297 3.150 -4.833
H 3.648 3.499 -5.532
H 5.476 2.767 -4.033
H 4.973 1.718 -1.879
N -1.054 -2.726 -2.490
C -2.007 -1.784 -1.848
C -2.991 -2.522 -0.954
C -3.718 -1.483 -0.093
N -2.762 -0.859 0.818
C -4.404 -0.455 -1.003
C -3.494 0.167 -2.072
N -2.529 1.072 -1.469
C -2.737 -0.915 -2.853
H -0.546 -3.294 -1.645
H -0.349 -2.182 -2.991
H -1.522 -3.361 -3.139
H -1.406 -1.122 -1.223
H -2.472 -3.232 -0.311
H -3.721 -3.073 -1.551
H -4.514 -2.000 0.472
H -2.404 -1.546 1.470
H -3.206 -0.128 1.359
H -4.826 0.343 -0.393
H -5.235 -0.954 -1.505
H -4.143 0.710 -2.781
H -2.967 1.933 -1.164
H -1.801 1.307 -2.151
H -2.023 -0.419 -3.512
H -3.438 -1.500 -3.452
N 0.466 -1.192 2.116
C 0.337 -2.568 1.707
C 1.349 -3.559 2.334
C 2.837 -3.214 2.184
C 3.534 -3.878 0.989
N 3.120 -3.327 -0.286
C 3.609 -2.251 -0.897
N 4.826 -1.784 -0.630
N 2.883 -1.715 -1.884
C 0.342 -2.616 0.178
O 0.034 -3.707 -0.386
O 0.625 -1.596 -0.472
H 1.385 -0.810 1.925
H 0.245 -1.025 3.087
H -0.657 -2.923 2.009
H 1.149 -4.544 1.909
H 1.115 -3.607 3.399
H 3.351 -3.561 3.081
H 2.981 -2.132 2.133
H 3.303 -4.946 0.974
H 4.614 -3.769 1.099
H 2.211 -3.641 -0.604
H 5.413 -2.201 0.071
H 5.116 -0.910 -1.031
H 1.877 -1.655 -1.661
H 3.247 -0.876 -2.316
*
```

Values from the calculation:
**Electronic energy**: -87959.4857 eV
**HOMO (alpha / beta)**: -9.1 / -9.1 eV
**Gap between HOMO and LUMO (alpha / beta)**: 4.448 / 5.099 eV
**ΔE to the lowest compared entry with this formula, charge and spin**: 67.8 kcal/mol

[4]
Below is one molecule with the formula C3H3N3S at a distorted geometry, with properties calculated with ωB97M-V/def2-TZVPD.

ORCA input file:
```
! wB97M-V def2-TZVPD RIJCOSX def2/J DEFGRID3
* xyz 0 1
N 3.616 -1.241 0.138
C 2.498 -0.877 -0.210
C 1.292 -0.069 -0.157
N 0.116 -0.624 -0.042
N -0.706 0.451 -0.022
C -2.062 0.067 -0.070
S -2.773 -1.324 -0.033
H 1.209 1.187 -0.158
H -0.450 1.529 0.315
H -2.739 0.901 0.239
*
```

Values from the calculation:
**Electronic energy**: -18460.6753 eV
**HOMO**: -8.8 eV
**Gap between HOMO and LUMO**: 7.919 eV
**ΔE to the lowest compared entry with this formula, charge and spin**: 101.6 kcal/mol

[5]
Below is a 2-piece molecular cluster, C3H10NS overall at a distorted geometry, with properties calculated with ωB97M-V/def2-TZVPD.

ORCA input file:
```
! wB97M-V def2-TZVPD RIJCOSX def2/J DEFGRID3
* xyz 1 1
C -1.205 1.216 -0.966
C 2.239 0.131 1.783
C -0.787 -0.124 -1.227
N -1.626 -0.921 -1.829
S 0.622 -0.741 1.949
H -0.873 1.242 0.199
H -2.319 1.175 -1.210
H -0.801 2.058 -1.365
H 2.899 -0.160 2.603
H 1.972 1.203 2.130
H 0.110 -0.668 -0.798
H 1.161 -2.016 2.182
H -2.507 -0.563 -2.223
H 2.550 0.037 0.796
H -1.436 -1.870 -2.023
*
```

Values from the calculation:
**Electronic energy**: -15590.3954 eV
**HOMO**: -12.7 eV
**Gap between HOMO and LUMO**: 7.826 eV
**ΔE to the lowest compared entry with this formula, charge and spin**: 39.3 kcal/mol

[6]
Below is C2H4BrO2S as an isolated structure at a distorted geometry, with properties calculated with ωB97M-V/def2-TZVPD.

ORCA input file:
```
! wB97M-V def2-TZVPD RIJCOSX def2/J DEFGRID3
* xyz -1 1
C -0.266 0.799 0.061
C 0.855 0.281 -0.743
O 1.910 1.228 -1.160
O 2.304 0.818 1.371
S 2.516 0.212 0.086
Br 5.348 0.073 0.204
H -0.973 0.080 0.017
H -0.364 1.798 -0.301
H 0.046 0.862 1.119
H 0.500 -0.392 -1.500
*
```

Values from the calculation:
**Electronic energy**: -87111.6612 eV
**HOMO**: -3.6 eV
**Gap between HOMO and LUMO**: 7.186 eV
**ΔE to the lowest compared entry with this formula, charge and spin**: 15.3 kcal/mol

> The highest ΔE to the lowest compared entry with this formula, charge and spin belongs to which entry?

C3H3N3S

> Among the records above, which one has the highest electronic energy?

C3H10NS

> Among the records above, which one has the highest electronic energy?

C3H10NS

Please write out number 3 again, unchanged.
Below is C28H38ClIN8O5STl as an isolated structure at a distorted geometry, with properties calculated with ωB97M-V/def2-TZVPD.

ORCA input file:
```
! wB97M-V def2-TZVPD RIJCOSX def2/J DEFGRID3
* xyz 1 1
Tl -0.450 0.834 0.442
Cl -1.680 6.280 5.392
C -1.024 4.969 4.484
C 0.342 4.768 4.476
C 0.877 3.686 3.807
I 2.931 3.285 3.828
C 0.094 2.702 3.151
O 0.600 1.660 2.678
C -1.331 2.994 3.074
N -2.076 2.220 2.280
C -3.365 2.442 2.182
C -4.028 3.429 2.920
C -3.279 4.279 3.692
C -1.885 4.106 3.766
H 0.985 5.460 4.998
H -3.912 1.819 1.488
H -5.098 3.532 2.852
H -3.735 5.098 4.227
O -0.280 1.187 -3.212
C 0.391 1.977 -2.539
O 0.092 2.565 -1.488
C 1.827 2.224 -2.996
C 2.110 2.825 -4.204
C 3.426 3.023 -4.590
C 4.448 2.609 -3.751
C 4.169 2.008 -2.541
C 2.843 1.817 -2.123
S 2.567 1.100 -0.569
H 1.297 3.150 -4.833
H 3.648 3.499 -5.532
H 5.476 2.767 -4.033
H 4.973 1.718 -1.879
N -1.054 -2.726 -2.490
C -2.007 -1.784 -1.848
C -2.991 -2.522 -0.954
C -3.718 -1.483 -0.093
N -2.762 -0.859 0.818
C -4.404 -0.455 -1.003
C -3.494 0.167 -2.072
N -2.529 1.072 -1.469
C -2.737 -0.915 -2.853
H -0.546 -3.294 -1.645
H -0.349 -2.182 -2.991
H -1.522 -3.361 -3.139
H -1.406 -1.122 -1.223
H -2.472 -3.232 -0.311
H -3.721 -3.073 -1.551
H -4.514 -2.000 0.472
H -2.404 -1.546 1.470
H -3.206 -0.128 1.359
H -4.826 0.343 -0.393
H -5.235 -0.954 -1.505
H -4.143 0.710 -2.781
H -2.967 1.933 -1.164
H -1.801 1.307 -2.151
H -2.023 -0.419 -3.512
H -3.438 -1.500 -3.452
N 0.466 -1.192 2.116
C 0.337 -2.568 1.707
C 1.349 -3.559 2.334
C 2.837 -3.214 2.184
C 3.534 -3.878 0.989
N 3.120 -3.327 -0.286
C 3.609 -2.251 -0.897
N 4.826 -1.784 -0.630
N 2.883 -1.715 -1.884
C 0.342 -2.616 0.178
O 0.034 -3.707 -0.386
O 0.625 -1.596 -0.472
H 1.385 -0.810 1.925
H 0.245 -1.025 3.087
H -0.657 -2.923 2.009
H 1.149 -4.544 1.909
H 1.115 -3.607 3.399
H 3.351 -3.561 3.081
H 2.981 -2.132 2.133
H 3.303 -4.946 0.974
H 4.614 -3.769 1.099
H 2.211 -3.641 -0.604
H 5.413 -2.201 0.071
H 5.116 -0.910 -1.031
H 1.877 -1.655 -1.661
H 3.247 -0.876 -2.316
*
```

Values from the calculation:
**Electronic energy**: -87959.4857 eV
**HOMO (alpha / beta)**: -9.1 / -9.1 eV
**Gap between HOMO and LUMO (alpha / beta)**: 4.448 / 5.099 eV
**ΔE to the lowest compared entry with this formula, charge and spin**: 67.8 kcal/mol